Entry 1:
This record from the OMol25 dataset describes a cluster of 9 separate species, C46H45F12N5O18 in total in a non-equilibrium geometry. The level of theory is ωB97M-V with the def2-TZVPD basis set.

The geometry in XYZ format:
```
126
Properties=species:S:1:pos:R:3:lowdin_charge:R:1
O -4.96 -3.71 5.29 0.045
N -3.84 -3.38 4.84 -0.339
O -3.33 -3.83 3.86 0.101
C -3.23 -2.28 5.61 -0.122
C -3.94 -1.66 6.63 -0.009
C -3.38 -0.61 7.30 -0.081
C -2.12 -0.14 6.92 -0.086
C -1.43 -0.72 5.84 -0.065
C -1.98 -1.79 5.17 0.001
H -4.84 -1.95 6.97 0.086
H -3.95 -0.11 8.08 0.120
H -1.79 0.70 7.54 0.116
H -0.46 -0.32 5.49 0.103
H -1.42 -2.36 4.42 0.120
O 2.07 3.04 4.34 0.074
N 2.01 2.46 5.42 -0.308
O 1.04 1.79 5.77 0.044
C 3.18 2.46 6.28 -0.185
C 3.24 1.57 7.32 0.002
C 4.40 1.47 8.09 -0.071
C 5.42 2.33 7.87 -0.081
C 5.34 3.32 6.87 -0.029
C 4.16 3.39 6.09 -0.001
H 2.45 0.89 7.56 0.117
H 4.27 0.85 8.98 0.117
H 6.38 2.28 8.42 0.119
H 6.06 4.14 6.77 0.114
H 4.00 4.04 5.27 0.108
O 2.12 -3.63 -8.37 0.073
N 1.76 -3.93 -7.22 -0.306
O 2.26 -4.78 -6.48 0.038
C 0.75 -3.09 -6.60 -0.156
C 0.12 -2.10 -7.35 0.016
C -0.73 -1.22 -6.70 -0.051
C -0.94 -1.40 -5.34 -0.097
C -0.36 -2.42 -4.65 -0.073
C 0.50 -3.28 -5.27 -0.006
H 0.19 -2.06 -8.39 0.104
H -1.25 -0.38 -7.17 0.125
H -1.67 -0.72 -4.96 0.097
H -0.45 -2.45 -3.57 0.101
H 1.01 -4.09 -4.75 0.129
O 2.64 -3.74 -0.81 0.095
N 2.15 -2.96 -1.58 -0.362
O 1.09 -2.42 -1.36 0.065
C 2.84 -2.57 -2.80 -0.163
C 2.80 -1.24 -3.26 0.015
C 3.49 -0.90 -4.44 -0.075
C 4.09 -1.89 -5.17 -0.077
C 4.16 -3.25 -4.75 -0.045
C 3.52 -3.53 -3.55 -0.022
H 2.24 -0.46 -2.72 0.120
H 3.48 0.16 -4.84 0.115
H 4.48 -1.48 -6.13 0.121
H 4.49 -3.99 -5.46 0.100
H 3.48 -4.58 -3.30 0.127
O -0.28 1.01 -2.80 0.058
N -1.06 0.65 -1.96 -0.313
O -2.06 -0.05 -2.18 0.054
C -0.82 1.13 -0.58 -0.129
C -1.76 0.91 0.41 0.029
C -1.37 1.42 1.65 -0.075
C -0.22 2.17 1.85 -0.034
C 0.77 2.23 0.81 -0.053
C 0.37 1.83 -0.41 -0.036
H -2.70 0.36 0.31 0.130
H -2.09 1.25 2.45 0.076
H 0.06 2.52 2.86 0.093
H 1.76 2.72 0.87 0.118
H 1.06 2.01 -1.25 0.113
C -2.27 3.34 5.15 -0.022
C -3.55 2.75 5.81 -0.119
O -4.54 2.70 4.71 0.013
C -4.39 1.64 3.89 -0.387
O -3.61 0.75 4.03 0.145
C -5.34 1.77 2.69 -0.520
F -5.82 0.58 2.26 0.153
F -6.40 2.50 2.95 0.202
F -4.59 2.33 1.69 0.140
H -2.32 2.91 4.16 0.049
H -1.36 2.86 5.51 0.055
H -2.15 4.46 5.11 0.102
H -4.07 3.22 6.63 0.122
H -3.35 1.72 6.05 0.061
C 1.40 -1.26 2.54 -0.053
C 2.60 -1.16 1.69 -0.214
O 3.52 -0.29 2.36 0.020
C 4.16 0.64 1.60 -0.386
O 3.99 0.78 0.44 0.168
C 5.11 1.48 2.38 -0.562
F 4.77 1.36 3.72 0.112
F 6.36 1.05 2.26 0.192
F 5.01 2.74 2.14 0.223
H 0.87 -0.32 2.61 0.055
H 1.69 -1.50 3.59 0.091
H 0.71 -2.08 2.19 0.106
H 2.38 -0.78 0.71 0.098
H 3.22 -2.08 1.56 0.144
C 1.56 1.90 -6.61 -0.069
C 0.93 2.78 -5.51 -0.184
O 1.92 3.00 -4.42 0.008
C 1.46 3.91 -3.50 -0.356
O 0.39 4.48 -3.46 0.160
C 2.57 4.29 -2.53 -0.549
F 2.18 4.02 -1.26 0.136
F 3.71 3.67 -2.68 0.195
F 2.82 5.62 -2.57 0.157
H 1.88 0.97 -6.09 0.051
H 2.52 2.38 -6.97 0.099
H 0.87 1.68 -7.43 0.082
H 0.03 2.20 -5.16 0.121
H 0.63 3.75 -5.91 0.126
C -3.54 -3.46 -3.23 -0.019
C -3.91 -2.47 -4.37 -0.167
O -5.09 -2.99 -5.00 0.046
C -5.47 -2.37 -6.08 -0.408
O -5.06 -1.37 -6.61 0.155
C -6.78 -3.04 -6.66 -0.542
F -7.81 -2.29 -6.23 0.153
F -6.78 -3.09 -7.96 0.196
F -6.93 -4.26 -6.11 0.146
H -3.99 -3.28 -2.27 0.074
H -2.45 -3.42 -3.12 0.053
H -3.76 -4.46 -3.59 0.082
H -3.12 -2.41 -5.13 0.097
H -4.05 -1.46 -4.05 0.118
```

Kohn-Sham gap = 8.87 eV
Total charge = 0
Spin multiplicity = 1
E_LUMO = -1.1 eV
Structure (SMILES) = O=[N+]([O-])c1ccccc1.O=[N+]([O-])c1ccccc1.O=[N+]([O-])c1ccccc1.O=[N+]([O-])c1ccccc1.O=[N+]([O-])c1ccccc1.CCOC(=O)C(F)(F)F.CCOC(=O)C(F)(F)F.CCOC(=O)C(F)(F)F.CCOC(=O)C(F)(F)F
Electronic energy = -4605.8967 Eh
HOMO = -10.0 eV

***

Entry 2:
This record from the OMol25 dataset describes a structure of composition C15H43N2O9Zn in a non-equilibrium geometry. The level of theory is ωB97M-V with the def2-TZVPD basis set.

The geometry in XYZ format:
```
70
Properties=species:S:1:pos:R:3:lowdin_charge:R:1
Zn 2.48 -1.67 -0.26 1.012
O -0.58 0.22 -1.62 0.134
C 0.43 -0.53 -1.17 -0.778
O 1.08 -1.35 -1.81 -0.018
O 0.81 -0.50 0.01 -0.049
H -0.82 0.82 -0.91 0.037
C 0.61 1.59 2.99 -0.063
C 2.02 1.21 3.43 -0.480
C 2.56 2.30 4.42 -0.030
O 2.01 -0.09 3.97 -0.062
H 0.60 2.58 2.55 0.085
H -0.08 1.68 3.83 0.091
H 0.17 0.84 2.32 0.056
H 2.65 1.23 2.54 0.126
H 2.05 2.23 5.38 0.085
H 2.45 3.28 3.96 0.082
H 3.64 2.19 4.54 0.076
H 1.39 -0.14 4.70 0.110
C -2.62 0.31 1.00 -0.030
C -2.76 1.59 0.15 -0.414
C -3.88 2.55 0.62 -0.167
O -5.15 1.94 0.78 -0.171
C -5.67 1.34 -0.37 -0.116
N -1.43 2.17 0.12 0.047
H -1.91 -0.47 0.71 0.074
H -3.58 -0.16 1.20 0.083
H -2.34 0.63 2.00 0.076
H -2.89 1.23 -0.87 0.119
H -3.94 3.40 -0.05 0.124
H -3.67 2.95 1.62 0.131
H -6.69 0.96 -0.27 0.095
H -5.07 0.48 -0.68 0.078
H -5.72 2.00 -1.23 0.090
H -1.40 3.11 -0.23 0.103
H -1.17 2.26 1.10 0.058
C 4.05 -2.89 3.31 -0.023
C 3.35 -2.74 1.98 -0.382
C 2.03 -3.48 1.88 -0.190
O 1.70 -3.50 0.54 -0.251
C 0.67 -4.41 0.17 -0.009
N 3.26 -1.32 1.53 0.062
H 3.99 -3.91 3.68 0.099
H 3.64 -2.23 4.08 0.082
H 5.08 -2.56 3.19 0.093
H 4.03 -3.19 1.26 0.142
H 1.24 -3.13 2.55 0.154
H 2.15 -4.52 2.18 0.144
H 0.38 -4.19 -0.86 0.104
H -0.23 -4.29 0.79 0.114
H 1.09 -5.41 0.15 0.110
H 2.80 -0.76 2.22 0.064
H 4.20 -0.95 1.60 0.121
C -2.39 2.15 -3.97 -0.179
O -1.88 2.34 -5.28 -0.098
H -3.27 1.51 -3.87 0.081
H -1.61 1.78 -3.30 0.049
H -2.72 3.07 -3.48 0.070
H -1.09 2.87 -5.14 0.075
C -1.58 -1.61 -4.48 -0.129
O -1.06 -2.38 -3.38 -0.139
H -2.58 -1.29 -4.21 0.076
H -0.87 -0.80 -4.63 0.072
H -1.63 -2.22 -5.38 0.079
H -0.48 -1.76 -2.94 -0.002
C 2.06 1.16 -3.96 -0.160
O 2.94 2.12 -4.54 -0.108
H 1.56 1.64 -3.11 0.073
H 1.38 0.76 -4.71 0.083
H 2.56 0.35 -3.43 0.060
H 3.65 1.59 -4.91 0.073
```

Kohn-Sham gap = 7.51 eV
Total charge = +1
Spin multiplicity = 1
E_LUMO = -4.3 eV
Electronic energy = -3163.0334 Eh
HOMO = -11.8 eV

***

Entry 3:
This record from the OMol25 dataset describes the ion C4H8IN2 with charge +1 in a non-equilibrium geometry. The level of theory is ωB97M-V with the def2-TZVPD basis set.

The geometry in XYZ format:
```
15
Properties=species:S:1:pos:R:3:lowdin_charge:R:1
C 0.54 0.59 -1.19 0.180
C -0.35 -0.16 0.77 -0.136
C -1.05 1.19 0.78 -0.378
C 0.63 -1.74 -0.84 0.020
N 0.33 -0.36 -0.47 -0.168
N -0.35 2.14 0.05 -0.440
I 1.24 3.09 0.88 0.876
H 1.00 0.60 -2.18 0.143
H 0.36 -0.35 1.71 0.196
H -1.02 -0.89 0.91 0.097
H -1.99 1.04 0.35 0.110
H -1.41 1.41 1.78 0.138
H 1.46 -1.89 -1.54 0.123
H 0.87 -2.28 0.06 0.099
H -0.26 -2.39 -1.09 0.140
```

Kohn-Sham gap = 7.61 eV
Total charge = +1
Spin multiplicity = 1
E_LUMO = -5.5 eV
Electronic energy = -563.9783 Eh
HOMO = -13.1 eV

***

Entry 4:
This record from the OMol25 dataset describes a cluster of 2 separate species, C6H15NO in total in a non-equilibrium geometry. The level of theory is ωB97M-V with the def2-TZVPD basis set.

The geometry in XYZ format:
```
23
Properties=species:S:1:pos:R:3:lowdin_charge:R:1
C -2.07 2.30 0.54 -0.110
C -0.87 1.39 0.44 -0.161
C -0.98 0.30 1.22 -0.133
C 0.00 -0.81 1.16 -0.193
C 0.49 -1.25 -0.24 -0.422
C 2.03 -1.03 -0.44 -0.077
N 0.35 -2.70 -0.57 0.014
H -2.85 1.86 1.13 0.056
H -1.64 3.12 1.15 0.085
H -2.55 2.66 -0.38 0.073
H 0.06 1.82 0.07 0.103
H -1.85 0.03 1.79 0.097
H 0.94 -0.62 1.74 0.110
H -0.24 -1.69 1.84 0.125
H -0.07 -0.65 -0.96 0.100
H 2.20 0.06 -0.66 0.075
H 2.60 -1.25 0.48 0.073
H 2.46 -1.66 -1.21 0.069
H 1.19 -3.15 -0.21 0.056
H -0.38 -3.04 0.05 0.060
O 0.35 1.81 -2.31 -0.054
H 1.18 1.32 -2.25 0.021
H -0.37 1.18 -2.36 0.031
```

Kohn-Sham gap = 9.87 eV
Total charge = 0
Spin multiplicity = 1
E_LUMO = 0.9 eV
Structure (SMILES) = C/C=C/C[C@@H](C)N.O
Electronic energy = -367.5347 Eh
HOMO = -8.9 eV

***

What did the third record say?
This record from the OMol25 dataset describes the ion C4H8IN2 with charge +1 in a non-equilibrium geometry. The level of theory is ωB97M-V with the def2-TZVPD basis set.

The geometry in XYZ format:
```
15
Properties=species:S:1:pos:R:3:lowdin_charge:R:1
C 0.54 0.59 -1.19 0.180
C -0.35 -0.16 0.77 -0.136
C -1.05 1.19 0.78 -0.378
C 0.63 -1.74 -0.84 0.020
N 0.33 -0.36 -0.47 -0.168
N -0.35 2.14 0.05 -0.440
I 1.24 3.09 0.88 0.876
H 1.00 0.60 -2.18 0.143
H 0.36 -0.35 1.71 0.196
H -1.02 -0.89 0.91 0.097
H -1.99 1.04 0.35 0.110
H -1.41 1.41 1.78 0.138
H 1.46 -1.89 -1.54 0.123
H 0.87 -2.28 0.06 0.099
H -0.26 -2.39 -1.09 0.140
```

Kohn-Sham gap = 7.61 eV
Total charge = +1
Spin multiplicity = 1
E_LUMO = -5.5 eV
Electronic energy = -563.9783 Eh
HOMO = -13.1 eV